No. 1
The following is a quantum chemistry calculation of 11 unconnected molecules or ions with the total composition C26H64O11 in a non-equilibrium geometry, from the OMol25 dataset.

XYZ file:
```
101
Properties=species:S:1:pos:R:3:forces:R:3
C -1.3287 1.9180 4.3205 0.48 0.01 0.32
C -0.0959 2.7093 4.8120 -0.52 -0.65 0.87
C 0.4075 3.4057 3.5865 -1.28 -0.61 -0.88
O -0.8382 3.5758 2.7081 1.25 0.01 0.93
C -1.9106 2.8470 3.2881 -0.43 -0.60 0.61
H -2.0373 1.6691 5.1104 0.04 0.12 0.06
H -1.0564 0.9725 3.8513 0.42 -0.06 0.08
H 0.5976 2.0211 5.2952 0.34 0.08 -0.29
H -0.3239 3.4516 5.5769 -0.50 -0.04 0.03
H 1.1052 2.7392 3.0793 0.02 0.31 -0.47
H 0.8717 4.3617 3.8289 -0.26 0.09 -0.47
H -2.4849 2.2510 2.5789 0.28 0.20 -0.69
H -2.6736 3.4166 3.8188 0.18 1.01 -0.23
C -0.0960 -3.2546 -3.1834 -1.48 0.57 -0.27
C 1.1785 -3.7165 -3.7609 2.04 0.37 -0.69
C 1.2503 -5.1487 -3.3268 -1.05 -1.36 -0.17
O 0.6963 -5.1119 -2.0420 -0.15 -0.62 1.96
C -0.2562 -4.0530 -1.9136 1.38 0.00 -0.48
H -0.8579 -3.5064 -3.9211 -0.47 0.35 0.21
H -0.1197 -2.2058 -2.8874 -0.12 0.17 -0.61
H 1.9910 -3.1770 -3.2741 0.35 -0.04 -0.01
H 1.2838 -3.5278 -4.8293 -0.10 -0.15 -0.02
H 2.1803 -5.7172 -3.3217 0.46 0.74 0.28
H 0.5872 -5.8556 -3.8254 -0.23 0.32 -1.21
H 0.1562 -3.4359 -1.1153 -0.75 -0.07 0.56
H -1.2894 -4.3798 -1.7968 0.17 -0.27 0.45
C 1.3997 -2.8136 3.0967 -0.03 -1.19 1.11
C 2.6976 -2.3017 3.7298 -0.01 2.00 0.25
C 2.1835 -1.0055 4.4586 -0.82 -2.03 -0.88
O 0.9257 -1.4705 4.9310 -2.04 -0.51 0.91
C 0.4140 -2.6551 4.2385 0.47 1.64 -0.62
H 1.3846 -3.8951 2.9614 0.50 0.03 -0.94
H 1.0499 -2.2614 2.2244 0.41 -0.12 -0.08
H 3.4477 -1.9890 3.0034 0.28 -0.54 0.09
H 3.0703 -2.9089 4.5547 0.17 -0.54 -0.54
H 2.0474 -0.2246 3.7103 0.11 0.43 0.17
H 2.6933 -0.6723 5.3625 0.47 0.03 -0.41
H -0.5914 -2.4999 3.8470 -0.14 0.58 0.11
H 0.3027 -3.5702 4.8203 0.63 0.27 0.75
C -2.9614 -2.5739 1.6954 -0.14 0.77 0.15
C -2.9832 -2.5665 0.1643 -1.38 0.02 -0.13
C -4.2802 -3.4301 -0.1184 2.26 0.42 1.12
O -4.9032 -3.4707 1.1574 -2.83 -2.49 -0.75
C -4.4698 -2.5320 2.0464 2.15 1.31 -0.45
H -2.3790 -1.7749 2.1542 0.07 0.02 -0.07
H -2.5692 -3.5403 2.0124 0.02 0.01 0.30
H -2.0846 -2.9863 -0.2877 -0.16 0.25 -0.03
H -3.2364 -1.5855 -0.2378 0.72 0.21 0.09
H -3.9136 -4.4251 -0.3706 -0.62 -0.27 -0.06
H -4.9017 -3.0240 -0.9165 -0.18 0.04 0.20
H -4.6737 -2.6856 3.1061 -0.20 -0.91 -0.19
H -4.9463 -1.5793 1.8153 0.22 0.61 -0.06
C -3.6554 2.1775 -1.9443 0.40 0.02 0.90
C -2.4623 2.1921 -2.9029 0.29 0.50 -0.08
C -1.6991 0.9049 -2.6278 0.14 0.27 -1.42
O -2.2674 0.3727 -1.5014 -0.65 -1.85 1.92
C -3.0592 1.3103 -0.7850 -0.51 0.49 -1.36
H -4.5852 1.7685 -2.3396 0.25 -0.43 -0.13
H -3.9200 3.1897 -1.6383 0.15 0.04 0.18
H -1.7766 2.9778 -2.5857 -0.35 0.40 -0.35
H -2.7281 2.3103 -3.9533 0.15 0.17 0.16
H -0.6259 1.0200 -2.4759 0.31 0.67 -0.08
H -1.7354 0.2133 -3.4695 -0.40 -0.34 0.05
H -2.4168 1.8814 -0.1148 -0.02 0.34 0.12
H -3.8068 0.7767 -0.1981 0.09 -0.08 -0.06
C -0.1374 0.0617 1.0417 -0.03 -0.74 -0.77
O 0.4059 -0.0362 -0.3305 0.13 0.06 1.97
H -0.8361 -0.7587 1.2056 -0.50 0.24 -0.40
H 0.5816 -0.1517 1.8326 0.75 0.54 -0.50
H -0.6026 1.0337 1.2058 0.06 -0.06 0.05
H -0.1744 0.5168 -0.8588 -0.11 -0.19 -0.11
C 3.8215 -1.1995 -0.8303 1.03 -1.39 -0.02
O 3.1800 0.0270 -0.9081 -0.46 0.67 0.19
H 4.6416 -1.2159 -1.5482 0.25 -0.01 0.32
H 4.1419 -1.3809 0.1956 0.44 -0.17 -0.01
H 3.1693 -2.0269 -1.1100 -0.22 -0.08 -0.08
H 2.3081 -0.1998 -0.5764 -1.11 0.89 -0.04
C 1.0950 3.8042 -4.6997 0.42 0.46 -0.02
O -0.3109 3.8570 -4.4672 0.71 -0.64 -0.91
H 1.5194 4.7607 -5.0045 -0.15 0.61 0.64
H 1.6060 3.4159 -3.8187 0.24 0.05 -0.01
H 1.4501 3.2395 -5.5617 -1.01 -0.85 0.03
H -0.4332 4.3473 -3.6510 -0.20 0.45 0.08
C 4.7953 2.1644 1.7549 0.38 0.44 -0.37
O 3.6470 1.3636 1.8216 -0.33 -0.72 0.93
H 4.5114 2.9244 1.0270 1.02 0.46 -0.07
H 5.1220 2.6222 2.6886 -0.83 0.02 0.29
H 5.6720 1.5749 1.4865 0.09 0.03 -0.59
H 3.6029 0.9836 0.9411 -0.43 -0.27 -0.30
C 2.1493 0.0512 -4.0889 -0.48 0.36 0.03
O 3.4900 0.1498 -3.6317 -0.77 -0.16 -0.63
H 1.4316 0.6634 -3.5429 0.28 0.72 0.35
H 2.0754 0.3979 -5.1196 0.20 -0.35 -0.05
H 1.6725 -0.9191 -3.9497 0.52 -0.59 -0.43
H 3.4066 0.1305 -2.6755 0.17 0.25 0.45
C -0.0451 4.9561 -1.2047 0.48 -0.56 1.54
O -0.7138 5.5998 -2.2054 -1.12 0.94 -2.11
H 0.4143 5.7072 -0.5620 0.36 -0.33 0.35
H -0.7558 4.3610 -0.6313 0.27 -0.29 0.40
H 0.7048 4.2996 -1.6461 0.10 0.06 0.12
H -1.5271 5.9731 -1.8580 -0.01 0.07 -0.13
```
Positions in Å, forces in eV/Å.

As for the SMILES: C1CCOC1.C1CCOC1.C1CCOC1.C1CCOC1.C1CCOC1.CO.CO.CO.CO.CO.CO.



No. 2
The following is a quantum chemistry calculation of 7 unconnected molecules or ions with the total composition C26H64O9S, from the OMol25 dataset.

XYZ file:
```
100
Properties=species:S:1:pos:R:3:forces:R:3
C -3.4244 -2.8370 0.2951 -0.25 -0.36 -0.27
C -4.5506 -3.4854 -0.5125 0.09 0.10 0.13
C -5.4758 -2.4859 -1.2082 -0.06 -0.19 0.03
C -5.9546 -1.3261 -0.3268 0.08 0.02 0.07
C -5.3147 0.0212 -0.6630 -0.47 0.10 0.36
C -5.6346 1.0847 0.3906 -0.24 -0.11 -0.15
C -5.4447 2.5175 -0.1075 0.03 -0.32 -0.23
C -4.0155 3.0657 -0.1543 -0.03 0.33 0.28
C -3.0229 2.5582 0.8875 0.10 0.17 -0.07
C -1.7346 3.4015 0.8117 -0.10 -0.05 0.35
C -0.3963 2.6826 1.0010 0.04 0.04 -0.10
C -0.2376 1.4217 0.1320 0.30 -0.08 -0.03
C 0.3986 0.2476 0.8840 -0.24 0.17 -0.24
S -0.3255 -0.1233 2.4654 -0.02 -0.24 -0.02
O -1.4820 -0.9466 2.3259 -0.23 -0.02 -0.13
O 0.7271 -0.5620 3.3270 0.19 0.09 0.20
O -0.8705 1.2931 2.9426 0.03 -0.05 -0.05
C -0.0807 2.3917 2.4575 0.23 0.41 -0.19
H -2.9333 -2.0655 -0.2985 0.07 0.15 0.13
H -2.6727 -3.5818 0.5506 0.05 0.02 0.09
H -3.8129 -2.4163 1.2196 0.19 0.24 0.02
H -4.1171 -4.1518 -1.2584 -0.01 -0.03 -0.07
H -5.1546 -4.1079 0.1512 -0.01 -0.04 0.03
H -6.3422 -3.0399 -1.5711 -0.01 -0.04 -0.08
H -4.9729 -2.0901 -2.0948 0.05 0.11 -0.02
H -5.7839 -1.5374 0.7313 0.05 -0.15 0.04
H -7.0366 -1.2193 -0.4275 -0.07 0.08 0.01
H -5.7804 0.3664 -1.5892 0.34 -0.02 -0.29
H -4.2400 -0.0903 -0.8036 0.10 0.04 -0.12
H -5.0984 0.8845 1.3199 0.11 0.05 0.02
H -6.6963 0.9692 0.6288 -0.04 -0.01 0.08
H -5.8265 2.5239 -1.1316 -0.15 0.18 -0.02
H -6.0957 3.1914 0.4490 0.10 0.03 0.22
H -4.0800 4.1470 0.0005 0.01 0.09 -0.16
H -3.5814 2.9491 -1.1492 0.06 -0.19 -0.05
H -3.4474 2.6613 1.8864 -0.09 -0.11 0.07
H -2.8212 1.4955 0.7549 -0.02 -0.06 -0.02
H -1.7974 4.1579 1.5989 0.02 0.18 -0.08
H -1.7020 3.9569 -0.1253 0.02 -0.14 -0.19
H 0.3824 3.3863 0.6934 0.00 0.09 -0.01
H 0.4498 1.6598 -0.6791 -0.08 -0.06 -0.16
H -1.1661 1.1103 -0.3395 -0.16 0.06 0.12
H 0.2735 -0.6783 0.3263 0.13 -0.11 -0.02
H 1.4517 0.4485 1.0554 0.06 -0.14 0.14
H -0.3211 3.2653 3.0585 -0.14 -0.13 0.23
H 0.9843 2.1865 2.5898 0.00 -0.17 0.10
C 5.7173 1.4634 1.3824 -0.16 -0.12 0.03
C 4.4264 1.8916 2.0505 0.05 -0.17 0.05
O 3.3867 0.9222 1.9005 0.11 0.16 -0.08
H 5.5563 1.2823 0.3198 0.01 0.05 -0.02
H 6.4886 2.2224 1.4845 0.04 0.02 -0.02
H 6.0867 0.5342 1.8251 0.03 0.03 0.03
H 4.0478 2.8079 1.5984 -0.04 0.01 0.00
H 4.5909 2.0834 3.1159 0.01 0.08 -0.01
H 3.6798 0.1029 2.3122 -0.10 -0.02 0.06
C 0.8973 -3.6144 -2.3999 -0.06 -0.03 -0.05
C -0.3292 -3.4509 -1.5205 0.09 -0.19 0.05
O -1.3327 -4.4186 -1.8129 0.06 0.13 -0.07
H 0.6233 -3.5354 -3.4524 0.00 0.03 0.00
H 1.6460 -2.8531 -2.1747 0.00 0.00 0.02
H 1.3535 -4.5955 -2.2480 0.03 0.02 0.04
H -0.7842 -2.4746 -1.6829 -0.10 -0.02 0.00
H -0.0525 -3.5193 -0.4626 0.02 0.10 0.02
H -0.9534 -5.2885 -1.6551 -0.04 -0.03 0.00
C -0.1775 6.7820 -2.5452 -0.05 -0.05 0.05
C 0.6369 5.5023 -2.5746 -0.12 0.01 -0.10
O -0.1751 4.3453 -2.3891 0.06 0.01 0.08
H -0.7164 6.8671 -1.6011 0.02 0.01 0.02
H 0.4631 7.6569 -2.6627 0.01 0.00 -0.01
H -0.9153 6.7889 -3.3508 0.03 0.02 -0.03
H 1.3614 5.4920 -1.7615 0.02 -0.04 0.01
H 1.1879 5.4210 -3.5174 0.06 0.03 0.03
H -0.8199 4.3174 -3.1027 -0.02 -0.03 0.01
C -8.5468 -6.0536 2.2615 -0.02 -0.02 -0.08
C -7.4775 -5.2056 1.5980 -0.13 0.09 0.00
O -7.8350 -4.8289 0.2716 0.02 -0.07 0.02
H -8.7389 -6.9505 1.6722 0.02 -0.02 0.01
H -8.2426 -6.3525 3.2656 0.00 0.02 0.01
H -9.4855 -5.4999 2.3402 0.01 0.02 0.05
H -6.5475 -5.7650 1.5086 0.03 0.01 -0.03
H -7.2746 -4.3101 2.1958 0.06 -0.04 0.03
H -8.6476 -4.3160 0.3180 0.00 0.02 -0.02
C 9.3554 1.2121 -1.9813 -0.08 0.08 0.04
C 8.2793 2.2589 -1.7656 0.16 0.03 0.05
O 8.1631 2.6307 -0.3922 -0.01 0.02 -0.07
H 9.1573 0.3265 -1.3838 0.00 -0.06 0.01
H 9.4131 0.9216 -3.0316 0.01 0.02 0.00
H 10.3333 1.5951 -1.6790 0.01 0.02 -0.06
H 7.3031 1.8687 -2.0517 -0.03 0.02 0.02
H 8.4762 3.1500 -2.3718 -0.05 -0.03 -0.05
H 9.0102 2.9927 -0.1146 0.01 -0.02 0.01
C 9.1743 -2.8243 1.2216 0.01 0.09 -0.01
C 9.5382 -2.7464 -0.2492 0.12 0.01 0.09
O 10.3637 -1.6206 -0.5392 -0.05 -0.08 0.02
H 8.6653 -1.9121 1.5344 -0.03 -0.01 -0.01
H 8.5215 -3.6754 1.4194 0.01 -0.01 0.00
H 10.0709 -2.9323 1.8364 0.00 -0.05 0.00
H 8.6431 -2.6238 -0.8575 0.01 0.01 -0.04
H 10.0391 -3.6659 -0.5693 -0.06 -0.03 -0.02
H 11.1730 -1.7065 -0.0261 0.01 0.02 -0.01
```
Positions in Å, forces in eV/Å.

As for the SMILES: CCCCCCCCCC[C@@H]1CCS(=O)(=O)OC1.CCO.CCO.CCO.CCO.CCO.CCO.



Number 1: calculated total energy -50515.4655 eV, HOMO-LUMO gap 0.3631 Ha. Number 2: calculated total energy -57261.0432 eV, HOMO-LUMO gap 0.3875 Ha.